1.
Density functional theory data (ωB97M-V/def2-TZVPD) for the molecule C17H12Cl3N5O2 in a non-equilibrium geometry.

XYZ file:
```
39
Properties=species:S:1:pos:R:3:forces:R:3
Cl 2.929498 2.591246 0.321018 0.046 0.270 -0.032
Cl 0.443349 -1.980424 1.695047 -0.106 -0.201 0.041
Cl 7.742461 -1.059575 -1.534306 0.179 -0.030 -0.122
O 2.808127 -0.223025 2.882614 -0.034 0.070 -0.125
O -5.638588 -2.208180 -1.116489 0.069 -0.150 -0.262
N -6.760072 -1.445962 0.706631 -0.182 -0.034 0.096
N -4.943983 0.738684 0.843415 -0.418 -0.235 0.154
N -3.253325 1.150377 -0.394235 -0.552 -0.963 -0.564
N -3.404474 -0.620473 -2.041548 0.213 -0.097 -0.292
N -3.979537 1.544225 0.678297 0.390 1.037 0.687
C 1.571556 0.347625 0.951110 -0.317 0.071 0.222
C 4.004734 -0.341949 0.847817 0.550 -0.256 -0.039
C -4.903104 -0.228545 -0.103335 0.959 0.035 -0.750
C -3.795962 0.026113 -0.919388 -0.707 0.117 0.528
C -0.802475 1.291062 -0.200726 0.200 -0.099 0.103
C -0.765098 0.038387 0.392561 0.047 -0.001 0.063
C 1.520324 1.594400 0.331178 -0.253 -0.270 0.038
C -5.795192 -1.377776 -0.231613 -0.051 0.151 0.295
C 3.934306 -0.503795 -0.535155 -0.011 -0.026 0.342
C 6.396007 -0.633518 0.759385 0.065 -0.019 -0.082
C 2.809054 -0.099313 1.681154 -0.007 0.021 -0.036
C 5.243599 -0.419447 1.485581 -0.255 0.029 -0.098
C 6.308832 -0.787358 -0.617975 -0.334 0.055 0.125
C 0.411057 -0.420808 0.967126 0.164 0.355 -0.178
C -2.073716 1.853493 -0.797774 0.231 0.208 0.003
C 5.082318 -0.729137 -1.268259 0.189 -0.045 -0.046
C 0.351973 2.064118 -0.240690 -0.010 -0.079 -0.005
H 7.355415 -0.681669 1.250699 0.085 -0.014 -0.005
H -6.817714 -0.724690 1.403875 -0.044 0.003 0.053
H -2.193711 2.888246 -0.467766 -0.030 -0.094 -0.120
H 5.277724 -0.298034 2.557525 0.024 0.004 0.086
H -2.010266 1.841180 -1.892087 -0.088 0.057 0.112
H 0.339346 3.039273 -0.700258 0.022 0.170 -0.030
H -7.414725 -2.208735 0.703388 0.064 0.029 -0.045
H 5.033792 -0.860264 -2.337984 0.031 -0.017 -0.080
H -1.644809 -0.583202 0.448652 -0.108 -0.051 0.016
H -3.913861 -1.488192 -2.173861 0.075 0.014 -0.033
H -2.430593 -0.615519 -2.297970 -0.027 -0.053 0.051
H 2.977734 -0.468856 -1.035662 -0.067 0.039 -0.069
```
Positions in Å, forces in eV/Å.

Calculated values
LUMO ... -0.3 eV

Just the Mulliken charges please, in e? Sure, here they are: atom 1 (Cl): -0.198, atom 2 (Cl): -0.228, atom 3 (Cl): -0.206, atom 4 (O): -0.537, atom 5 (O): -0.718, atom 6 (N): -0.355, atom 7 (N): -0.378, atom 8 (N): 0.840, atom 9 (N): -0.470, atom 10 (N): -0.993, atom 11 (C): 0.105, atom 12 (C): 0.315, atom 13 (C): 0.213, atom 14 (C): 0.784, atom 15 (C): 1.028, atom 16 (C): -0.332, atom 17 (C): 1.148, atom 18 (C): 0.153, atom 19 (C): 0.027, atom 20 (C): -0.678, atom 21 (C): -0.961, atom 22 (C): -0.443, atom 23 (C): 0.418, atom 24 (C): 0.116, atom 25 (C): -1.279, atom 26 (C): -0.898, atom 27 (C): -1.046, atom 28 (H): 0.417, atom 29 (H): 0.245, atom 30 (H): 0.416, atom 31 (H): 0.471, atom 32 (H): 0.396, atom 33 (H): 0.490, atom 34 (H): 0.238, atom 35 (H): 0.406, atom 36 (H): 0.534, atom 37 (H): 0.257, atom 38 (H): 0.258, atom 39 (H): 0.446

=====

2.
Density functional theory data (ωB97M-V/def2-TZVPD) for a structure of composition C25H16N4O4S2W in a non-equilibrium geometry.

XYZ file:
```
52
Properties=species:S:1:pos:R:3:forces:R:3
W 0.258490 0.941736 -0.149490 -0.567 -1.326 0.204
S -3.998586 2.571217 -0.150344 0.201 -0.128 0.001
S 0.574147 -1.339826 -0.053778 -0.936 0.870 0.008
O 2.284170 1.113339 -3.625707 -0.145 -0.041 -0.073
O 0.727361 1.103213 1.677766 -0.285 0.038 -0.354
O 2.278906 1.107393 3.325976 -0.165 -0.009 0.069
O 0.737456 1.012992 -1.975752 -0.287 0.063 0.263
N 0.733766 -3.749172 0.986937 0.092 0.331 0.275
N 2.318598 1.195160 -0.149948 1.276 0.297 -0.007
N -1.863630 1.131695 -0.167755 0.370 0.380 -0.018
N -0.044586 -3.601839 -1.251169 -0.018 0.356 -0.116
C 1.999199 1.098893 -2.483000 0.866 0.162 0.194
C -5.376310 0.120384 -0.160666 -0.074 0.049 -0.002
C 4.343406 1.143000 1.066610 -0.007 0.024 0.024
C 0.602704 5.408158 -0.180221 -0.117 0.008 0.001
C 1.991251 1.131719 2.183720 0.898 0.134 -0.183
C -2.317616 2.400997 -0.163761 -0.297 -0.138 0.004
C 0.611388 -5.082524 0.975276 -0.056 -0.129 -0.207
C -1.362628 3.485394 -0.172610 0.201 -0.103 0.005
C 5.036786 1.135533 -0.143774 -0.030 0.009 0.003
C -5.293799 -1.256350 -0.182447 -0.041 -0.009 -0.004
C -4.052435 -1.894133 -0.209197 0.011 0.014 0.003
C -0.730523 5.791584 -0.174119 0.007 0.036 -0.001
C 0.397395 -3.123208 -0.112128 -0.067 -0.505 -0.116
C -1.724143 4.825892 -0.168291 0.003 -0.065 -0.001
C 0.145206 -5.716475 -0.181693 0.033 0.130 0.061
C -4.189869 0.840610 -0.159085 0.275 0.051 0.003
C 4.348681 1.136381 -1.356631 -0.008 0.018 -0.050
C -2.939170 0.216478 -0.174579 -0.141 -0.388 -0.015
C 2.967236 1.175685 1.020534 -0.335 0.102 0.010
C -0.018125 3.063352 -0.183205 -0.695 0.167 -0.006
C -0.176159 -4.929248 -1.275318 -0.003 -0.131 -0.015
C 0.950791 4.062732 -0.183727 0.402 -0.364 -0.022
C 2.971760 1.160518 -1.317399 -0.344 0.100 0.001
C 0.978011 -5.813978 2.218476 0.020 -0.028 0.061
C -2.875006 -1.173593 -0.208017 0.041 0.135 0.002
H 1.379803 6.160477 -0.181496 0.010 -0.011 -0.004
H -2.767095 5.118418 -0.159794 0.007 0.015 -0.003
H -4.013610 -2.974419 -0.235870 0.015 0.005 -0.005
H -1.924537 -1.680343 -0.248175 -0.051 -0.054 -0.016
H 4.862156 1.107365 -2.308236 -0.016 0.006 -0.011
H -0.537830 -5.347764 -2.206306 -0.005 -0.078 0.046
H -6.199673 -1.846394 -0.185643 0.001 0.013 0.002
H -6.332532 0.625676 -0.149182 -0.001 -0.016 0.006
H 1.988369 -5.542808 2.524145 0.010 -0.018 -0.027
H 0.043730 -6.791548 -0.221805 -0.011 0.000 -0.005
H 4.852877 1.115089 2.020289 -0.018 0.015 0.014
H 2.005383 3.809926 -0.188585 -0.014 0.033 0.000
H 0.914050 -6.890744 2.084937 0.007 0.005 0.010
H 6.118649 1.117628 -0.141618 0.000 -0.011 0.000
H 0.312651 -5.513992 3.029405 -0.021 -0.011 -0.018
H -0.996494 6.839701 -0.173553 0.011 -0.007 0.005
```
Positions in Å, forces in eV/Å.

Calculated values
Charge ... +2
ΔE to the lowest compared entry with this formula, charge and spin ... 29.1 kcal/mol
LUMO (alpha / beta) ... -9.2 / -9.2 eV

Just the Mulliken charges please, in e? Sure, here they are: atom 1 (W): 2.002, atom 2 (S): -0.246, atom 3 (S): 0.123, atom 4 (O): -0.451, atom 5 (O): -0.528, atom 6 (O): -0.456, atom 7 (O): -0.536, atom 8 (N): -0.445, atom 9 (N): -0.095, atom 10 (N): 0.046, atom 11 (N): -0.428, atom 12 (C): 0.047, atom 13 (C): -0.730, atom 14 (C): -0.583, atom 15 (C): -0.976, atom 16 (C): 0.063, atom 17 (C): 1.270, atom 18 (C): 0.818, atom 19 (C): 0.207, atom 20 (C): -0.416, atom 21 (C): -0.508, atom 22 (C): -0.835, atom 23 (C): -0.802, atom 24 (C): 0.727, atom 25 (C): -0.923, atom 26 (C): -0.539, atom 27 (C): 0.828, atom 28 (C): -0.587, atom 29 (C): -0.243, atom 30 (C): 0.524, atom 31 (C): 0.527, atom 32 (C): -0.330, atom 33 (C): -0.668, atom 34 (C): 0.476, atom 35 (C): -1.175, atom 36 (C): 0.437, atom 37 (H): 0.446, atom 38 (H): 0.481, atom 39 (H): 0.447, atom 40 (H): -0.245, atom 41 (H): 0.589, atom 42 (H): 0.500, atom 43 (H): 0.429, atom 44 (H): 0.439, atom 45 (H): 0.318, atom 46 (H): 0.395, atom 47 (H): 0.591, atom 48 (H): 0.400, atom 49 (H): 0.381, atom 50 (H): 0.494, atom 51 (H): 0.305, atom 52 (H): 0.435